Formula: CH10N6P
Source: the Open Molecules 2025 dataset
Level of theory: wB97M-V/def2-TZVPD

## Properties
relative energy (zero: lowest compared OMol25 entry of this formula, charge and spin) = 95.5 kJ/mol
HOMO level = -14.099 eV
DFT total energy = -713.79429 Eh
HOMO-LUMO gap = 0.392 Eh
net charge = +1

Geometry (Å):
C: -0.478 1.354 -0.412
N: -3.299 -0.902 -0.779
N: -1.282 2.388 -0.759
N: 0.841 1.404 -0.702
N: 2.145 -1.196 -0.471
N: -2.632 -1.166 1.656
N: -0.978 0.339 0.204
P: -2.292 -0.438 0.281
H: -3.331 -0.236 -1.521
H: -0.790 3.237 -1.152
H: -2.244 2.354 -0.493
H: 1.210 2.283 -1.003
H: 1.393 0.601 -0.566
H: 2.718 -1.566 0.229
H: 2.711 -1.283 -1.258
H: -1.999 -1.108 2.464
H: -3.478 -1.577 1.753
H: 1.577 -2.028 -0.671

Computed Mulliken charges, given in elementary charges: atom 1 (C): 0.6651, atom 2 (N): -0.5485, atom 3 (N): -0.3811, atom 4 (N): -0.2370, atom 5 (N): -0.8444, atom 6 (N): -0.3614, atom 7 (N): -0.3293, atom 8 (P): 0.5689, atom 9 (H): 0.2647, atom 10 (H): 0.2367, atom 11 (H): 0.2100, atom 12 (H): 0.1970, atom 13 (H): 0.2978, atom 14 (H): 0.2346, atom 15 (H): 0.2480, atom 16 (H): 0.2767, atom 17 (H): 0.2468, atom 18 (H): 0.2552